1.
# C4H9N

An isolated molecule of C4H9N (wB97M-V/def2-TZVPD, the Open Molecules 2025 dataset).

The geometry in XYZ format:
```
14
Properties=species:S:1:pos:R:3
N -1.9193 0.4063 -0.2468
C -1.0080 -0.7469 0.1180
C 0.2656 -0.3059 -0.6178
C 0.9397 0.8951 0.0499
C 1.6503 -0.4568 0.0457
H -2.9150 0.2561 0.0708
H -1.5025 1.2383 0.4568
H -0.7114 -0.9598 1.1942
H -1.4822 -1.7158 -0.2617
H 0.4159 -0.2836 -1.6613
H 1.3467 1.8125 -0.4818
H 0.5308 1.1555 1.0784
H 2.5432 -0.3205 -0.7211
H 1.8460 -0.9743 0.9768
```

## Properties
Electronic energy ... -212.47703 a.u.
Kohn-Sham gap ... 10.7948 eV
HOMO energy ... -9.6 eV
Total charge ... 0
Maximum force ... 0.0836 hartree/bohr

Charge distribution, Mulliken scheme, values in e:
1. N -0.61
2. C -0.58
3. C -0.10
4. C -0.53
5. C -0.60
6. H 0.25
7. H 0.27
8. H 0.20
9. H 0.35
10. H 0.35
11. H 0.23
12. H 0.26
13. H 0.22
14. H 0.29

=====

2.
# C3H9I3Si2

An isolated molecule of C3H9I3Si2 (wB97M-V/def2-TZVPD, the Open Molecules 2025 dataset).

The geometry in XYZ format:
```
17
Properties=species:S:1:pos:R:3
C 0.6384 0.2633 1.7779
Si 0.2739 0.0029 -0.1202
C 0.5766 -1.9255 -0.4542
C 1.1953 1.3787 -1.1397
Si -2.0232 0.3423 -0.2122
I -2.9942 2.5488 0.5461
I -3.1839 -0.2758 -2.4012
I -2.8506 -1.3544 1.3792
H 1.6445 0.3739 2.1643
H 0.0549 1.2753 2.1600
H 0.0057 -0.5216 2.2633
H 0.8744 -2.0801 -1.5788
H 1.5234 -2.1194 0.0623
H 0.0654 -2.7484 -0.0673
H 2.2871 1.3930 -0.8604
H 1.1170 1.0093 -2.2156
H 0.7955 2.4377 -1.3037
```

## Properties
Electronic energy ... -1591.87235 a.u.
Kohn-Sham gap ... 8.9380 eV
HOMO energy ... -9.4 eV
Total charge ... 0
Maximum force ... 0.0873 hartree/bohr

Charge distribution, Mulliken scheme, values in e:
1. C -0.90
2. Si 0.34
3. C -1.06
4. C -0.97
5. Si 0.18
6. I -0.11
7. I -0.14
8. I -0.11
9. H 0.39
10. H 0.23
11. H 0.22
12. H 0.27
13. H 0.32
14. H 0.44
15. H 0.30
16. H 0.29
17. H 0.33

=====

3.
# C23H45NO4

A cluster of 2 separate species, C23H45NO4 in total (wB97M-V/def2-TZVPD, the Open Molecules 2025 dataset).

The geometry in XYZ format:
```
73
Properties=species:S:1:pos:R:3
C 5.2642 3.7716 0.5947
C 6.6231 3.7228 1.5114
C 7.1371 2.2177 1.9128
C 7.2687 1.3425 0.5322
C 8.2794 0.0534 0.6203
C 7.6191 -1.1079 -0.3851
C 6.4295 -1.8285 0.5335
C 5.7782 -2.9996 -0.4429
C 4.6344 -3.7630 0.4498
C 3.0852 -3.2369 0.1033
C 2.1568 -3.4806 1.4499
C 1.5810 -2.0538 2.0725
C -0.0445 -2.1165 2.4124
C -0.8041 -1.3128 1.1652
C -2.3074 -1.9114 0.8417
C -3.5202 -1.1094 1.6070
C -4.1327 0.0916 0.6594
C -5.0652 -0.3337 -0.6235
C -6.2432 0.8482 -0.7354
N -6.5306 1.1699 0.7190
C -5.1348 1.1785 1.3682
O -4.6708 1.9187 2.3795
H 4.2694 3.5644 1.1926
H 5.1603 4.8872 0.1826
H 5.2763 3.0833 -0.3521
H 7.4850 4.2457 0.9027
H 6.4094 4.4075 2.4653
H 8.2466 2.3416 2.3325
H 6.4555 1.7318 2.7420
H 6.1784 0.9392 0.2731
H 7.5751 2.0387 -0.3571
H 9.3398 0.3555 0.2129
H 8.2828 -0.3748 1.7111
H 7.1401 -0.5114 -1.2965
H 8.4032 -1.8946 -0.7538
H 5.5568 -1.1009 0.8152
H 6.8959 -2.2438 1.5257
H 5.3315 -2.4265 -1.3882
H 6.6315 -3.6980 -0.8520
H 4.6881 -4.9317 0.2715
H 4.8633 -3.5604 1.6028
H 3.1785 -2.0841 -0.1928
H 2.7056 -3.8122 -0.8479
H 1.2758 -4.2174 1.2106
H 2.8029 -3.9918 2.2970
H 2.1490 -1.7348 3.0582
H 1.7985 -1.2321 1.2682
H -0.2357 -1.5681 3.4554
H -0.4175 -3.2225 2.5423
H -0.7825 -0.1395 1.3205
H -0.1348 -1.5204 0.2022
H -2.4991 -1.8267 -0.3232
H -2.3186 -3.0610 1.1290
H -4.4107 -1.8868 1.7575
H -3.2258 -0.6682 2.6564
H -3.2243 0.6736 0.1799
H -4.5734 -0.2251 -1.7050
H -5.6928 -1.3298 -0.5876
H -5.8302 1.8236 -1.2706
H -7.2247 0.5390 -1.3362
H -7.0355 2.0650 0.9097
C -10.3288 1.3086 -5.7805
O -10.7857 2.1111 -4.6935
C -9.8166 2.4566 -3.8087
O -8.6385 2.1429 -3.8766
O -10.3854 3.2119 -2.8354
C -9.4772 3.6507 -1.8271
H -11.1858 1.0920 -6.4243
H -9.5819 1.8485 -6.3716
H -9.9235 0.3592 -5.4158
H -8.6962 4.2841 -2.2601
H -9.0378 2.7950 -1.3044
H -10.0391 4.2453 -1.1015
```

## Properties
Electronic energy ... -1258.73824 a.u.
Kohn-Sham gap ... 10.1526 eV
HOMO energy ... -9.5 eV
Total charge ... 0
Maximum force ... 0.1523 hartree/bohr

Charge distribution, Mulliken scheme, values in e:
1. C -0.86
2. C -0.50
3. C -0.45
4. C -0.47
5. C -0.53
6. C -0.59
7. C -0.46
8. C -0.62
9. C -0.64
10. C -0.61
11. C -0.51
12. C -0.72
13. C -0.50
14. C -0.54
15. C -0.62
16. C -0.62
17. C 0.30
18. C -0.61
19. C -0.39
20. N -0.32
21. C 0.00
22. O -0.61
23. H 0.24
24. H 0.29
25. H 0.23
26. H 0.26
27. H 0.29
28. H 0.25
29. H 0.26
30. H 0.11
31. H 0.31
32. H 0.32
33. H 0.29
34. H 0.26
35. H 0.35
36. H 0.15
37. H 0.24
38. H 0.27
39. H 0.33
40. H 0.29
41. H 0.33
42. H 0.25
43. H 0.31
44. H 0.32
45. H 0.33
46. H 0.36
47. H 0.34
48. H 0.26
49. H 0.32
50. H 0.22
51. H 0.27
52. H 0.28
53. H 0.36
54. H 0.31
55. H 0.31
56. H 0.22
57. H 0.29
58. H 0.28
59. H 0.25
60. H 0.23
61. H 0.31
62. C -0.61
63. O -0.32
64. C 0.77
65. O -0.54
66. O -0.31
67. C -0.51
68. H 0.22
69. H 0.28
70. H 0.29
71. H 0.29
72. H 0.18
73. H 0.24

=====

4.
# C21H22IN4PdS4Sb

A structure of composition C21H22IN4PdS4Sb (wB97M-V/def2-TZVPD, the Open Molecules 2025 dataset).

The geometry in XYZ format:
```
54
Properties=species:S:1:pos:R:3
Pd 1.6895 -1.0395 0.9025
S 0.4620 -1.3602 3.6490
C -0.3375 -2.4423 2.6048
C -1.3849 -3.2845 3.0625
C -2.0433 -4.1218 2.2005
C -1.6718 -4.1491 0.8526
C -0.6434 -3.3159 0.4646
N 0.0142 -2.4966 1.2866
H -1.6514 -3.2291 4.1085
H -2.8501 -4.7507 2.5632
H -2.1694 -4.7813 0.1294
H -0.3208 -3.2924 -0.5708
I 6.2882 -0.4679 -2.0495
C 5.0849 -1.1223 -0.4618
C 4.8505 -2.4973 -0.2862
C 4.0479 -2.8745 0.7566
C 3.5046 -1.8923 1.6315
N 3.7689 -0.5602 1.4572
C 4.5146 -0.2096 0.3882
H 5.2747 -3.2235 -0.9671
H 3.8174 -3.9182 0.9322
H 3.1420 -2.1835 2.6123
H 4.6474 0.8569 0.2401
C 1.7167 -0.9267 -4.2914
Sb 1.8281 -0.9284 -2.0833
C 1.8959 -3.0960 -2.0743
C -0.3141 -0.7696 -1.9618
H 0.9623 -1.6470 -4.6203
H 2.6835 -1.1960 -4.7203
H 1.4420 0.0668 -4.6496
H 1.1386 -3.4954 -2.7544
H 1.7309 -3.4586 -1.0620
H 2.8834 -3.4203 -2.4049
H -0.7790 -1.5010 -2.6277
H -0.5977 0.2363 -2.2742
H -0.6480 -0.9196 -0.9399
S -4.4392 1.6126 1.7746
C -2.8527 1.9624 1.3624
S -1.5803 0.7890 1.4660
C -0.4384 1.9343 0.7472
N -0.9796 3.0967 0.5355
N -2.3227 3.1133 0.8890
C -2.9861 4.3366 0.6431
C -4.1071 4.7348 1.3670
C -4.7061 5.9541 1.0899
C -4.2027 6.7896 0.1046
C -3.0760 6.3954 -0.6037
C -2.4655 5.1817 -0.3393
S 1.1814 1.5220 0.4763
H -4.5040 4.0885 2.1327
H -5.5777 6.2501 1.6617
H -4.6782 7.7403 -0.1059
H -2.6622 7.0376 -1.3718
H -1.5794 4.8722 -0.8718
```

## Properties
Electronic energy ... -3291.05645 a.u.
Kohn-Sham gap ... 4.8026 eV
HOMO energy ... -1.1 eV
Total charge ... -2
Maximum force ... 0.0118 hartree/bohr

Charge distribution, Mulliken scheme, values in e:
1. Pd 0.41
2. S -0.43
3. C 0.20
4. C -0.89
5. C -0.05
6. C -1.18
7. C -0.14
8. N 0.36
9. H 0.36
10. H 0.33
11. H 0.38
12. H 0.22
13. I -0.02
14. C 0.05
15. C -0.30
16. C -0.65
17. C -0.16
18. N -0.61
19. C -0.28
20. H 0.39
21. H 0.39
22. H 0.55
23. H 0.28
24. C -1.40
25. Sb 0.64
26. C -1.34
27. C -1.01
28. H 0.37
29. H 0.34
30. H 0.34
31. H 0.47
32. H 0.20
33. H 0.40
34. H 0.41
35. H 0.39
36. H 0.00
37. S -0.48
38. C 0.08
39. S -0.01
40. C 0.26
41. N -0.98
42. N 0.59
43. C 0.40
44. C -0.46
45. C -0.59
46. C -0.39
47. C -0.50
48. C -0.33
49. S -0.35
50. H 0.25
51. H 0.33
52. H 0.35
53. H 0.33
54. H 0.47

=====

5.
# C10H42F6O11P

A cluster of 12 separate species, C10H42F6O11P in total (wB97M-V/def2-TZVPD, the Open Molecules 2025 dataset).

The geometry in XYZ format:
```
70
Properties=species:S:1:pos:R:3
P -2.7536 15.5054 10.5685
F -3.5082 16.5176 9.5854
F -2.9618 14.3372 9.4536
F -1.3002 15.8620 9.9154
F -1.9896 14.5048 11.5501
F -2.6285 16.7069 11.6653
F -4.1885 15.1758 11.2318
C 0.7261 14.2668 7.1558
C -0.6714 14.5977 6.6503
O -1.1777 13.4161 6.0075
H 0.6856 13.5202 7.9466
H 1.3032 15.1342 7.4910
H 1.3378 13.8301 6.3607
H -0.7483 15.3884 5.9061
H -1.2926 14.8335 7.5180
H -1.5939 12.8943 6.7182
C 2.1331 18.3146 8.0338
C 1.2098 18.2498 9.2364
O -0.1395 18.5266 8.8869
H 2.6004 19.2996 7.9442
H 1.6886 18.0771 7.0731
H 2.9549 17.6368 8.2825
H 1.4921 18.8609 10.1015
H 1.2994 17.2502 9.6826
H -0.6956 17.7985 9.1800
C -4.1111 11.4317 11.9183
C -4.9326 11.4127 10.6282
O -5.3239 12.7318 10.2771
H -3.7849 10.4207 12.1768
H -4.7146 11.7843 12.7539
H -3.2383 12.0791 11.8197
H -5.8789 10.9224 10.8613
H -4.4112 10.8539 9.8434
H -4.5334 13.2898 10.2741
C -5.8738 18.2213 12.2568
C -7.1628 18.7710 11.6738
O -7.3649 18.3256 10.3212
H -5.5502 17.2475 11.8913
H -6.0172 18.0665 13.3301
H -5.0209 18.8943 12.1857
H -7.1482 19.8676 11.6934
H -8.0617 18.4910 12.2324
H -8.2916 18.4490 10.1052
C 0.8790 15.6616 13.1343
C 2.2316 15.6064 13.8494
O 2.1067 15.1200 15.1887
H 0.6335 14.6543 12.7913
H 0.9549 16.3333 12.2794
H -0.0197 15.9107 13.7007
H 2.7089 16.5867 13.8830
H 2.8355 14.8927 13.2867
H 2.7291 15.5467 15.7773
O -0.5854 11.9786 9.5381
H -1.0195 11.5698 8.7778
H -0.8840 12.8969 9.5150
O -3.4070 15.2962 14.0832
H -3.5495 15.0446 13.1566
H -3.2433 16.2488 14.0431
O -2.4828 18.1858 13.9692
H -2.2233 17.7792 13.1232
H -2.1150 19.0735 13.9403
O -5.0347 19.0669 8.9877
H -4.4589 18.3244 9.1973
H -5.8451 18.8777 9.4906
O -5.2828 14.6823 7.4661
H -4.7673 14.2218 6.7955
H -4.7812 14.5582 8.2813
O -2.6029 11.8966 7.7089
H -3.3004 11.9120 8.3814
H -2.7230 11.0569 7.2457
```

## Properties
Electronic energy ... -2174.66645 a.u.
Kohn-Sham gap ... 9.7932 eV
HOMO energy ... -7.5 eV
Total charge ... -1
Maximum force ... 0.0300 hartree/bohr

Charge distribution, Mulliken scheme, values in e:
1. P 1.55
2. F -0.40
3. F -0.15
4. F -0.26
5. F -0.53
6. F 0.01
7. F -0.41
8. C -0.70
9. C 0.27
10. O -0.58
11. H 0.17
12. H 0.10
13. H 0.33
14. H 0.36
15. H -0.29
16. H 0.40
17. C -1.19
18. C 0.13
19. O -0.59
20. H 0.34
21. H 0.30
22. H 0.32
23. H 0.29
24. H 0.03
25. H 0.27
26. C -0.89
27. C -0.17
28. O -0.54
29. H 0.39
30. H 0.28
31. H 0.13
32. H 0.33
33. H 0.09
34. H 0.15
35. C -0.73
36. C -0.41
37. O -0.56
38. H 0.01
39. H 0.41
40. H 0.36
41. H 0.24
42. H 0.42
43. H 0.27
44. C -0.55
45. C -0.41
46. O -0.53
47. H 0.22
48. H 0.13
49. H 0.29
50. H 0.34
51. H 0.23
52. H 0.29
53. O -0.67
54. H 0.41
55. H 0.12
56. O -0.72
57. H 0.29
58. H 0.36
59. O -0.73
60. H 0.33
61. H 0.29
62. O -0.72
63. H 0.37
64. H 0.36
65. O -0.69
66. H 0.28
67. H 0.31
68. O -0.56
69. H 0.19
70. H 0.22

=====

6.
# C27H73MnN6O7

A structure of composition C27H73MnN6O7 (wB97M-V/def2-TZVPD, the Open Molecules 2025 dataset).

The geometry in XYZ format:
```
114
Properties=species:S:1:pos:R:3
Mn 3.4972 2.0684 0.7503
C 0.9703 -0.6585 -1.1881
C 1.1631 -0.1714 0.2166
C 1.6449 -1.2212 1.1999
O 1.9371 0.9812 0.2467
H 0.2378 -1.4746 -1.1837
H 1.8859 -1.0231 -1.6687
H 0.5503 0.0889 -1.8622
H 0.1640 0.1282 0.6011
H 0.9068 -2.0295 1.2729
H 1.6451 -0.8384 2.2316
H 2.6570 -1.6132 1.0544
C 6.5033 -0.2513 -1.5466
C 5.6416 0.8699 -0.9778
C 4.6879 1.3892 -2.0284
O 3.7545 2.3006 -1.4462
C 3.0641 3.0917 -2.4190
N 4.9058 0.4264 0.2485
H 7.2210 -0.6158 -0.8128
H 7.0662 0.0941 -2.4168
H 5.8941 -1.0925 -1.8858
H 6.3222 1.6592 -0.6421
H 4.1455 0.5346 -2.4567
H 5.2213 1.8865 -2.8408
H 2.5731 2.4405 -3.1419
H 3.7300 3.8163 -2.8862
H 2.2783 3.6159 -1.8778
H 5.6113 0.0331 0.8644
H 4.2539 -0.3274 0.0319
C -1.9064 -3.7199 3.0478
C -2.3897 -2.3082 2.8672
C -1.5799 -1.3234 3.6701
O -2.1260 -0.0307 3.5544
C -1.2947 0.9891 4.0487
N -2.5171 -1.9272 1.4329
H -2.6894 -4.4293 2.7923
H -1.6211 -3.9017 4.0878
H -1.0178 -3.9024 2.4488
H -3.4274 -2.2180 3.2086
H -0.5227 -1.3248 3.3644
H -1.6450 -1.6868 4.7087
H -0.9978 0.8159 5.0876
H -1.9409 1.8721 4.0239
H -0.4360 1.2630 3.4179
H -1.6401 -1.5069 1.1231
H -3.1771 -1.1581 1.3819
C -1.8286 6.6942 -0.9817
C -3.0886 5.9947 -0.4971
C -2.8789 4.4896 -0.5408
O -1.8952 4.1476 0.4257
C -1.6234 2.7767 0.4526
N -3.4089 6.4954 0.8531
H -1.6669 6.5128 -2.0497
H -0.9642 6.3609 -0.4078
H -1.9077 7.7828 -0.9466
H -3.9298 6.2646 -1.1373
H -2.5154 4.2109 -1.5381
H -3.8034 3.9633 -0.2748
H -0.8347 2.5569 1.1831
H -1.1379 2.5161 -0.5010
H -2.4065 2.0410 0.6642
H -2.5704 6.4510 1.4238
H -4.0532 5.8541 1.3081
C -1.8745 -1.4623 -3.3866
C -3.2737 -1.0742 -2.9899
C -4.2051 -2.2401 -2.8344
O -5.4630 -1.7512 -2.4152
C -6.4148 -2.7809 -2.2704
N -3.2019 -0.2432 -1.7702
H -1.9216 -2.0791 -4.2939
H -1.3712 -2.1260 -2.6772
H -1.2577 -0.5893 -3.5730
H -3.6475 -0.3471 -3.7183
H -3.8016 -2.9141 -2.0582
H -4.3342 -2.7959 -3.7747
H -6.4858 -3.3942 -3.1760
H -7.3858 -2.3004 -2.1506
H -6.1921 -3.3853 -1.3860
H -4.0987 0.1272 -1.4800
H -2.8795 -0.7881 -0.9724
C 0.9835 -5.3529 -0.0829
C 0.5180 -6.1287 -1.3043
C -0.6391 -5.4387 -1.9717
O -0.9112 -6.0805 -3.1869
C -1.7392 -5.3693 -4.0596
N 1.6888 -6.2127 -2.2292
H 0.2313 -5.4025 0.6969
H 1.1299 -4.3141 -0.3917
H 1.9499 -5.7526 0.2104
H 0.2680 -7.1656 -1.0800
H -0.4510 -4.3613 -2.1240
H -1.5152 -5.4425 -1.2926
H -2.1015 -6.0855 -4.7967
H -1.1754 -4.5777 -4.5696
H -2.6231 -4.9173 -3.5920
H 1.4665 -6.9137 -2.9346
H 1.6654 -5.3763 -2.8166
C 2.5051 1.8842 5.0116
C 2.5416 2.0982 3.5094
C 2.2543 3.5360 3.1283
O 2.0891 3.5703 1.6966
C 1.4029 4.7024 1.2122
N 3.7979 1.6230 2.8703
H 3.0450 2.6911 5.5203
H 2.8954 0.9153 5.3145
H 1.4865 1.9501 5.4005
H 1.7494 1.4958 3.0530
H 3.0770 4.2100 3.3836
H 1.2929 3.7712 3.5881
H 1.4842 4.7482 0.1282
H 1.8109 5.6662 1.5468
H 0.3468 4.6922 1.4900
H 4.5793 2.0978 3.3351
H 4.0136 0.6612 3.1249
```

## Properties
Electronic energy ... -3078.46657 a.u.
Kohn-Sham gap (alpha / beta) ... 8.0908 / 7.8046 eV
Spin multiplicity ... 6
HOMO energy (alpha / beta) ... -10.8 / -10.8 eV
Total charge ... +1
Maximum force ... 0.0399 hartree/bohr
⟨S²⟩ ... 8.755

Mulliken atomic charge list, values in e, 99 entries:
1. Mn 0.66
2. C -0.96
3. C 1.35
4. C -1.07
5. O 0.24
6. H 0.01
7. H 0.15
8. H 0.37
9. H -0.73
10. H 0.20
11. H 0.05
12. H 0.31
13. C -1.56
14. C 0.26
15. C -0.81
16. O -0.18
17. C -0.82
18. N -0.28
19. H 0.41
20. H 0.43
21. H 0.36
22. H 0.30
23. H 0.32
24. H 0.51
25. H 0.34
26. H 0.28
27. H 0.15
28. H 0.34
29. H 0.10
30. C -1.35
31. C 0.08
32. C -0.51
33. O -0.31
34. C -0.42
35. N -0.47
36. H 0.38
37. H 0.41
38. H 0.12
39. H 0.43
40. H 0.19
41. H 0.45
42. H 0.39
43. H 0.36
44. H -0.17
45. H 0.06
46. H 0.34
47. C -1.16
48. C 0.20
49. C -0.65
50. O -0.10
51. C -0.51
52. N -0.74
53. H 0.37
54. H 0.02
55. H 0.40
56. H 0.38
57. H 0.35
58. H 0.35
59. H -0.30
60. H 0.40
61. H 0.38
62. H 0.29
63. H 0.29
64. C -0.85
65. C 0.24
66. C -0.51
67. O -0.37
68. C -0.75
69. N -0.33
70. H 0.48
71. H -0.37
72. H 0.35
73. H 0.34
74. H 0.23
75. H 0.47
76. H 0.30
77. H 0.27
78. H 0.29
79. H 0.33
80. H -0.04
81. C -0.99
82. C 0.28
83. C -0.32
84. O -0.35
85. C -0.57
86. N -0.80
87. H 0.29
88. H -0.07
89. H 0.46
90. H 0.41
91. H -0.06
92. H 0.38
93. H 0.33
94. H 0.25
95. H 0.15
96. H 0.33
97. H 0.25
98. C -1.61
99. C 1.75